11
Properties=species:S:1:pos:R:3:mulliken_charge:R:1 method="wB97M-V/def2-TZVPD" de_lowest_kcal_mol=63.90 total_charge=+2 e_tot_ha=-367.25973 orbital_gap_ev=5.9 homo_energy_ev=-14.6
H -2.392 1.457 3.811 0.33
H 0.035 -1.794 -2.341 0.35
Ba -0.380 2.675 1.471 1.70
O -0.679 0.357 1.628 -0.55
O 1.389 1.006 -2.122 -0.05
H 1.287 -1.893 -1.075 0.34
C 1.145 -0.086 -2.061 0.60
C 1.066 -1.510 -2.082 -0.60
C -1.449 0.156 2.609 -0.01
O -1.772 1.438 3.072 -0.47
H 1.749 -1.806 -2.911 0.35